A molecular structure, C23H17Br2N6SV in a non-equilibrium geometry. Source: the Open Molecules 2025 dataset; level of theory: ωB97M-V/def2-TZVPD.

Values from the calculation:
- Spin multiplicity: 4
- LUMO energy (spin up / spin down): -0.154 / -0.156 hartree
- Electronic energy: -7705.171563 a.u.
- Charge: +1
- ΔE to the lowest compared entry with this formula, charge and spin: 0.000 eV

Last column: Löwdin spin population.
CARTESIAN COORDINATES (ANGSTROEM)
V: -11.4095 -14.2357 -0.3763  2.438
Br: -14.8616 -9.6467 -3.6041  0.004
C: -13.8425 -10.9651 -2.7977  0.012
C: -13.9119 -12.2751 -3.2792  0.001
C: -13.0725 -13.2023 -2.6857  0.019
N: -12.1990 -12.8923 -1.7122  0.021
C: -12.1779 -11.6339 -1.1705  0.018
C: -12.9867 -10.6581 -1.7294  0.002
C: -11.2741 -11.4423 -0.0137  0.028
C: -11.0948 -10.2624 0.7103  -0.005
C: -10.2876 -10.2561 1.8592  0.029
Br: -9.9897 -8.6522 2.7348  0.010
C: -9.6587 -11.4393 2.2765  -0.007
C: -9.8618 -12.5667 1.4968  0.032
N: -10.6304 -12.5885 0.3733  0.000
H: -14.6539 -12.5811 -4.0390  0.000
H: -13.1055 -14.2573 -2.9535  0.004
H: -13.0034 -9.6437 -1.3104  0.000
H: -11.5854 -9.3357 0.3909  -0.001
H: -9.0236 -11.4926 3.1774  -0.001
H: -9.3999 -13.5312 1.7724  0.002
S: -13.0685 -14.6427 1.0656  0.006
C: -12.0679 -15.8026 2.0138  -0.020
N: -12.4511 -16.3042 3.2104  0.209
N: -13.5166 -15.7090 3.8646  0.226
C: -13.7513 -16.0952 5.1594  -0.004
C: -13.0243 -17.2048 5.6829  0.042
C: -13.1745 -17.5235 7.0188  -0.004
C: -14.0034 -16.7816 7.8677  0.051
C: -14.6910 -15.6852 7.3284  -0.008
C: -14.6031 -15.3497 5.9821  0.043
N: -10.9139 -16.3016 1.5047  0.143
N: -10.4933 -15.6441 0.3842  -0.202
C: -9.6099 -16.3564 -0.4442  0.010
C: -9.0351 -15.6696 -1.5264  -0.029
C: -8.2814 -16.3516 -2.4560  0.008
C: -8.0404 -17.7313 -2.3513  -0.047
C: -8.6284 -18.4018 -1.2806  0.007
C: -9.4015 -17.7453 -0.3223  -0.043
H: -14.1637 -15.0383 3.4207  0.004
H: -12.3630 -17.7267 4.9694  0.003
H: -12.5821 -18.3392 7.4286  -0.001
H: -14.0992 -17.0282 8.9160  0.003
H: -15.2906 -15.0333 7.9785  -0.001
H: -15.1423 -14.4883 5.5475  0.002
H: -9.1650 -14.5806 -1.5574  0.000
H: -7.8441 -15.7835 -3.2682  0.001
H: -7.4174 -18.2430 -3.0821  -0.002
H: -8.4908 -19.4938 -1.1689  0.001
H: -9.8923 -18.2446 0.5226  -0.002

Cartesian forces (eV/Å) of the 2 atoms listed first:
0.051 -0.008 -2.124
-0.232 0.316 -0.020

2 unconnected molecules or ions with the total composition C3H8N2 in a non-equilibrium geometry. Source: the Open Molecules 2025 dataset; level of theory: ωB97M-V/def2-TZVPD.

Values from the calculation:
- Spin multiplicity: 3
- LUMO energy (spin up / spin down): 0.034 / -0.004 hartree
- Electronic energy: -228.390356 a.u.
- ΔE to the lowest compared entry with this formula, charge and spin: 1.388 eV

Last column: Löwdin spin population.
CARTESIAN COORDINATES (ANGSTROEM)
C: -0.9471 0.1888 -0.6035  0.011
C: -1.4110 0.3214 0.8714  0.002
C: -1.1655 -0.9987 0.2292  0.001
N: 2.7290 0.3089 -0.1616  0.557
N: 1.9162 -0.5086 -0.2164  1.276
H: -1.8368 0.4714 -1.2979  0.001
H: 0.0153 0.3001 -1.0722  0.004
H: -0.5855 0.7161 1.5103  0.001
H: -2.4603 0.7983 0.7350  0.000
H: -0.3027 -1.5606 0.5526  0.000
H: 3.3677 0.4840 -0.9937  0.078
H: 2.7533 1.1349 0.4495  0.069
H: -2.0727 -1.6561 -0.0027  0.000

Cartesian forces (eV/Å) of the 2 atoms listed first:
-2.373 0.486 -1.836
0.221 1.846 -1.424

2 unconnected molecules or ions with the total composition C8H9BrFN2O in a non-equilibrium geometry. Source: the Open Molecules 2025 dataset; level of theory: ωB97M-V/def2-TZVPD.

Values from the calculation:
- Spin multiplicity: 1
- LUMO energy: -0.144 hartree
- Electronic energy: -3168.541335 a.u.
- Charge: +1
- ΔE to the lowest compared entry with this formula, charge and spin: 0.860 eV

Last column: Löwdin charge in e.
CARTESIAN COORDINATES (ANGSTROEM)
C: 2.1172 -1.4112 -0.2002  -0.030
C: 1.8288 0.9414 -0.6503  0.017
C: 3.4242 -1.1845 0.0293  0.006
C: 3.1829 1.1755 -0.4382  0.050
C: 1.2733 -0.3565 -0.5705  -0.229
C: 3.9335 0.0727 -0.0269  -0.224
C: -0.1800 -0.3165 -0.6166  -0.645
C: -3.8424 1.1936 0.5187  -0.113
N: -3.7938 0.8110 1.7277  0.095
N: -3.6019 0.0805 -0.4239  0.120
O: -0.9086 0.6442 -0.6179  -0.021
F: 5.1738 0.3396 0.4463  0.096
Br: -1.0699 -2.1212 -0.5744  0.730
H: 1.7366 -2.3529 -0.1423  0.066
H: 0.9314 1.6221 -0.7183  0.141
H: 4.0946 -2.0473 0.1692  0.152
H: 3.4324 2.2072 -0.4234  0.121
H: -3.5094 -0.1297 1.9966  0.119
H: -3.9506 1.6202 2.4945  0.209
H: -2.6412 0.0887 -0.8558  0.071
H: -3.4628 -0.8669 0.1112  0.128
H: -4.1682 -0.0099 -1.2347  0.141

Cartesian forces (eV/Å) of the 2 atoms listed first:
-1.249 1.889 -1.119
-1.779 -0.502 0.140

A single C4H5NO2 molecule in a non-equilibrium geometry. Source: the Open Molecules 2025 dataset; level of theory: ωB97M-V/def2-TZVPD.

Values from the calculation:
- Spin multiplicity: 1
- LUMO energy: 0.037 hartree
- Electronic energy: -360.583269 a.u.
- ΔE to the lowest compared entry with this formula, charge and spin: 2.344 eV
- SMILES: N1[C@@H]2O[C@@H]3[C@H]1[C@@H]3O2

Last column: Löwdin charge in e.
CARTESIAN COORDINATES (ANGSTROEM)
O: 0.2383 1.2690 0.8775  0.022
C: 1.0174 0.6398 -0.1119  -0.174
C: 0.0291 0.1017 -1.1170  -0.159
C: 0.6458 -0.8097 -0.0582  -0.187
N: -0.3689 -0.9157 0.9710  0.091
C: -0.8947 0.4414 0.7666  -0.347
O: -1.2349 0.4832 -0.6119  0.003
H: 2.0226 0.9982 -0.2738  0.155
H: 0.0967 0.0244 -2.1904  0.149
H: -0.9937 -1.5702 0.4990  0.128
H: 1.3343 -1.6341 -0.1657  0.146
H: -1.6977 0.7900 1.4127  0.173

Cartesian forces (eV/Å) of the 2 atoms listed first:
-0.060 -0.029 0.016
0.376 -0.109 0.060

A single C5H10O molecule. Source: the Open Molecules 2025 dataset; level of theory: ωB97M-V/def2-TZVPD.

Values from the calculation:
- Spin multiplicity: 1
- LUMO energy: 0.041 hartree
- Electronic energy: -271.740218 a.u.
- ΔE to the lowest compared entry with this formula, charge and spin: 0.337 eV
- SMILES: C[C@H]1CCCO1

Last column: Löwdin charge in e.
CARTESIAN COORDINATES (ANGSTROEM)
C: 0.3041 1.3394 1.4453  -0.050
C: -0.0095 -0.0574 0.9271  -0.388
C: -1.0853 -0.0738 -0.1831  -0.141
C: -0.4612 -0.9454 -1.2789  -0.161
C: 1.0198 -0.6681 -1.0481  -0.215
O: 1.1625 -0.6495 0.3596  -0.118
H: 1.0589 1.2978 2.2364  0.079
H: -0.5971 1.8147 1.8493  0.082
H: 0.6899 1.9677 0.6337  0.083
H: -0.3052 -0.6986 1.7672  0.140
H: -2.0460 -0.4533 0.1769  0.112
H: -1.2525 0.9422 -0.5616  0.112
H: -0.7994 -0.6798 -2.2852  0.111
H: -0.6731 -2.0067 -1.1081  0.114
H: 1.3008 0.3044 -1.4863  0.121
H: 1.6932 -1.4335 -1.4441  0.121

Cartesian forces (eV/Å) of the 2 atoms listed first:
0.018 0.026 0.019
-0.180 0.108 0.143

A molecular structure, C52H44N8O4S2Ta. Source: the Open Molecules 2025 dataset; level of theory: ωB97M-V/def2-TZVPD.

Values from the calculation:
- Spin multiplicity: 1
- LUMO energy: -0.337 hartree
- Electronic energy: -3599.622224 a.u.
- Charge: +3
- ΔE to the lowest compared entry with this formula, charge and spin: 0.000 eV

Last column: Löwdin charge in e.
CARTESIAN COORDINATES (ANGSTROEM)
Ta: 0.0311 0.3616 -0.4604  1.854
C: 7.3647 -5.5690 -3.7885  -0.039
O: 6.3802 -4.7590 -4.4326  -0.048
C: 5.4861 -4.1133 -3.6837  -0.271
C: 5.4349 -4.1560 -2.2887  0.017
C: 4.4623 -3.4346 -1.6148  -0.021
C: 3.5197 -2.6788 -2.3052  -0.221
C: 3.5690 -2.6565 -3.7051  -0.029
C: 4.5424 -3.3487 -4.3851  0.032
C: 2.4613 -1.9403 -1.5851  -0.106
C: 2.8111 -0.9730 -0.6562  -0.249
C: 4.1469 -0.6263 -0.3221  0.045
C: 4.0941 0.1737 0.7752  0.037
C: 2.7247 0.3478 1.1097  -0.239
N: 1.9091 -0.3031 0.1825  -0.047
C: 2.2749 1.0417 2.2244  -0.062
C: 0.9229 1.2581 2.4588  -0.202
C: 0.4239 1.8549 3.6485  0.055
C: -0.9158 2.0065 3.4953  0.053
C: -1.2553 1.4760 2.2230  -0.225
C: -2.5475 1.4783 1.7104  -0.073
C: -3.5938 2.2464 2.4142  -0.220
C: -4.7289 1.6170 2.9206  -0.018
C: -5.6944 2.3262 3.6150  0.020
C: -5.5442 3.7032 3.8007  -0.270
O: -6.4093 4.4820 4.4469  -0.045
C: -7.5835 3.8930 5.0114  -0.035
C: -4.4076 4.3462 3.2888  0.032
C: -3.4457 3.6235 2.6243  -0.036
C: -2.8753 0.7171 0.5926  -0.245
N: -2.0022 -0.1671 -0.0534  -0.046
C: -2.8128 -0.8455 -0.9643  -0.241
C: -2.4046 -1.8913 -1.7882  -0.058
C: -3.4220 -2.6331 -2.5589  -0.223
C: -3.3373 -2.7269 -3.9546  -0.032
C: -4.2876 -3.4129 -4.6722  0.032
C: -5.3429 -4.0583 -4.0109  -0.269
O: -6.2016 -4.7126 -4.7912  -0.046
C: -7.2972 -5.4033 -4.1872  -0.037
C: -5.4299 -3.9822 -2.6182  0.018
C: -4.4812 -3.2637 -1.9101  -0.020
C: -1.0690 -2.2568 -1.8967  -0.199
C: -0.6266 -3.3970 -2.6166  0.055
C: 0.7291 -3.4000 -2.5783  0.058
C: 1.1314 -2.2682 -1.8240  -0.255
N: 0.0212 -1.5679 -1.3534  -0.077
C: -4.1366 -0.3295 -0.9313  0.034
C: -4.1709 0.6455 0.0174  0.032
N: -0.1255 0.9644 1.5858  -0.029
C: 3.2633 1.5600 3.1956  -0.219
C: 3.3368 2.9307 3.4706  -0.039
C: 4.2570 3.4230 4.3662  0.032
C: 5.1227 2.5497 5.0399  -0.270
O: 5.9693 3.1183 5.8984  -0.048
C: 6.8703 2.2862 6.6321  -0.038
C: 5.0490 1.1784 4.7830  0.019
C: 4.1325 0.7002 3.8605  -0.018
H: 7.9646 -5.9919 -4.5866  0.103
H: 6.8936 -6.3721 -3.2200  0.102
H: 7.9981 -4.9654 -3.1367  0.101
H: 6.1392 -4.7504 -1.7260  0.115
H: 4.4251 -3.4857 -0.5328  0.131
H: 2.8402 -2.0767 -4.2606  0.118
H: 4.6023 -3.3246 -5.4646  0.132
H: 5.0158 -0.9846 -0.8478  0.135
H: 4.9137 0.6012 1.3280  0.136
H: 1.0277 2.0973 4.5063  0.138
H: -1.6298 2.4008 4.1985  0.138
H: -4.8499 0.5467 2.8013  0.131
H: -6.5508 1.8036 4.0142  0.116
H: -8.1211 4.7068 5.4849  0.104
H: -7.3191 3.1450 5.7601  0.103
H: -8.2051 3.4478 4.2334  0.102
H: -4.3110 5.4128 3.4390  0.133
H: -2.5660 4.1375 2.2509  0.113
H: -2.5250 -2.2384 -4.4810  0.124
H: -4.2433 -3.4757 -5.7509  0.133
H: -7.8436 -5.8592 -5.0053  0.103
H: -7.9471 -4.7064 -3.6559  0.101
H: -6.9400 -6.1800 -3.5097  0.102
H: -6.2257 -4.4798 -2.0844  0.115
H: -4.5524 -3.2233 -0.8294  0.131
H: -1.2834 -4.1210 -3.0674  0.138
H: 1.4086 -4.1257 -2.9921  0.140
H: -4.9405 -0.6878 -1.5521  0.134
H: -5.0093 1.2438 0.3320  0.132
H: 2.6624 3.6165 2.9688  0.108
H: 4.3316 4.4812 4.5770  0.132
H: 7.4444 2.9578 7.2607  0.103
H: 7.5419 1.7537 5.9571  0.101
H: 6.3229 1.5795 7.2573  0.103
H: 5.6940 0.4828 5.2987  0.115
H: 4.0783 -0.3668 3.6782  0.132
N: -1.3543 1.7403 -1.7796  -0.036
N: -0.7666 2.5456 -2.7671  -0.019
C: 0.3427 2.0939 -3.3892  -0.746
N: 0.7760 2.7674 -4.4374  0.171
S: 1.1364 0.6837 -2.8541  0.833
H: -2.0944 1.1556 -2.1887  0.132
H: -1.8291 2.3485 -1.1082  0.119
H: -1.3626 3.2436 -3.1931  0.180
H: 0.2732 3.5444 -4.8425  0.145
H: 1.6161 2.4653 -4.9082  0.132
S: 2.7515 4.3033 -0.2248  1.158
C: 1.1605 4.6761 0.2840  -0.319
C: 0.3724 3.5840 0.1762  -0.227
N: 0.9978 2.4749 -0.3617  -0.184
C: 2.2641 2.7400 -0.6191  -0.476
H: 0.8915 5.6532 0.6517  0.096
H: -0.6600 3.5316 0.4924  0.105
H: 2.9506 2.0143 -1.0285  0.075

Cartesian forces (eV/Å) of the 2 atoms listed first:
-0.076 -0.173 0.118
0.013 -0.017 0.014